A molecular structure, C47H32BiN10O2, computed with the ωB97M-V functional and the def2-TZVPD basis.

total charge	-1
DFT total energy	-2723.0918	Eh

CARTESIAN COORDINATES (ANGSTROEM)
H 5.410 -4.104 4.748
C 0.930 4.033 -2.698
N -0.073 -3.396 1.801
C 0.208 1.827 -1.912
C 3.182 -2.421 2.875
C 2.530 3.329 1.810
H 2.154 5.447 1.801
C 5.131 3.918 2.492
C -3.281 -2.450 0.591
H -0.038 4.798 -4.458
H 1.737 -1.736 -3.271
H 0.232 -0.042 -4.875
H 0.654 -3.696 -1.376
C -0.738 -0.320 -4.478
H 5.150 -1.919 3.579
H -6.019 4.304 1.860
C 2.885 4.663 1.960
N -1.256 1.400 0.978
C -3.296 2.395 1.338
C 2.869 -2.144 -1.467
H -5.252 -1.993 -0.158
Bi 0.376 0.132 -0.291
C -1.311 0.491 -3.503
H 6.148 4.175 2.762
H -3.930 0.737 -1.570
O 2.562 0.273 -1.082
N -3.255 1.093 -2.225
C 3.464 2.310 1.978
C -3.220 -0.990 -3.461
N 1.400 -1.497 1.735
C 0.055 3.967 -3.769
C -4.978 4.025 1.747
C -2.621 -1.801 -4.412
C -0.666 2.805 -3.971
C 4.364 -2.665 3.555
H -1.833 -5.530 0.718
C -1.379 -1.464 -4.941
H 3.776 -2.740 -1.523
H -1.309 2.710 -4.840
H 1.567 4.900 -2.560
H 2.315 -3.385 -3.155
H -0.920 -2.078 -5.705
N -3.236 -0.015 0.933
C -4.760 -4.090 -0.293
N 1.492 1.329 1.302
C 2.293 -4.594 3.488
C -2.589 0.179 -3.021
H 1.488 -5.318 3.464
N 0.130 3.321 1.423
C 2.643 -1.246 2.176
C -0.593 1.733 -3.073
C -2.313 3.382 1.457
C -2.649 4.705 1.718
H -5.709 -4.360 -0.743
H 5.483 1.782 2.489
C 1.888 -2.562 -2.575
C -2.334 -3.447 0.836
N 0.582 -2.895 -1.995
C 1.275 2.679 1.454
C -3.991 5.018 1.847
C 1.009 2.973 -1.808
H -1.873 5.457 1.806
H 1.769 3.011 -1.043
C -4.641 2.705 1.504
C -2.594 1.145 1.077
C 2.768 1.047 1.733
C -2.631 -1.190 0.998
H 4.519 5.976 2.390
C -4.507 -2.760 0.027
H -5.396 1.929 1.441
H -2.678 1.821 -1.831
C 2.164 -3.379 2.836
H 3.614 -5.776 4.698
H -4.035 -6.109 -0.319
C -3.809 -5.083 -0.054
C -1.038 2.713 1.261
C 4.773 2.588 2.345
H -4.290 6.043 2.033
O 4.349 -0.453 -2.200
C 3.479 -4.840 4.169
H -0.098 -3.105 -2.712
H -4.198 -1.246 -3.065
N -1.386 -1.425 1.455
C -2.579 -4.771 0.517
C 4.200 4.944 2.290
N 3.309 -0.095 2.095
H 2.403 -2.314 -0.495
C 4.501 -3.888 4.199
C -1.156 -2.753 1.389
H -3.135 -2.692 -4.752
C 3.304 -0.676 -1.596
C 1.058 -2.755 2.098